Record 1
Molecular formula: CH3FO2
Method: DFT, ωB97M-V with the def2-TZVPD basis set

```
! RIJCOSX wB97M-V def2-TZVPD def2/J DEFGRID3
* xyz 0 1
C -0.82 -0.05 0.33
O -1.16 1.06 -0.31
O 1.67 -0.04 -0.42
F -1.19 -1.22 -0.27
H -0.39 -0.16 1.32
H -1.00 1.14 -1.24
H 1.67 -0.47 0.40
*
```

The HOMO energy (spin up / spin down) is -10.4 / -8.3 eV. The calculation puts the frontier orbital gap (spin up / spin down) at 10.3 / 7.0 eV.

***

Record 2
Molecular formula: C5H8O
Method: DFT, ωB97M-V with the def2-TZVPD basis set

```
! RIJCOSX wB97M-V def2-TZVPD def2/J DEFGRID3
* xyz 0 1
C 1.16 1.52 0.12
C 0.07 1.65 -0.60
O -0.71 1.97 -1.42
H 1.24 1.07 1.10
H 2.00 2.03 -0.32
C -1.35 0.04 0.42
C -0.70 -0.83 -0.35
C 0.49 -1.60 0.11
H -0.99 0.29 1.42
H -2.27 0.50 0.09
H -1.09 -1.14 -1.32
H -0.08 -2.44 0.50
H 1.18 -1.94 -0.67
H 1.04 -1.12 0.92
*
```

The HOMO energy is -8.8 eV. The calculation puts the frontier orbital gap at 9.9 eV. Its SMILES is C=C=O.C=CC.

***

Record 3
Molecular formula: C55H58BCl5F2N3O6Ru
Method: DFT, ωB97M-V with the def2-TZVPD basis set

```
! RIJCOSX wB97M-V def2-TZVPD def2/J DEFGRID3
* xyz -2 6
Ru 0.61 0.12 0.00
C -3.07 2.90 0.64
C -3.18 2.64 2.14
C -3.58 3.96 2.83
C -2.03 2.01 2.95
C -2.51 1.49 4.16
C -1.68 0.98 5.14
C -0.32 1.10 4.97
C 0.22 1.58 3.79
C 1.71 1.84 3.70
C 1.97 3.35 3.81
C 2.53 1.16 4.80
C -0.63 1.92 2.69
N -0.04 2.08 1.42
C -0.02 3.29 0.82
C -0.32 4.52 1.45
C -0.28 5.73 0.78
C 0.06 5.79 -0.57
C 0.42 4.61 -1.21
C 0.39 3.42 -0.52
F 0.83 2.30 -1.14
H -4.08 2.92 0.23
H -2.50 2.14 0.13
H -2.61 3.86 0.43
H -4.02 1.95 2.27
H -2.86 4.74 2.61
H -3.64 3.85 3.91
H -4.56 4.29 2.46
H -3.58 1.47 4.32
H -2.10 0.54 6.04
H 0.34 0.81 5.79
H 2.05 1.48 2.73
H 1.52 3.74 4.72
H 1.56 3.88 2.96
H 3.04 3.54 3.83
H 2.22 0.12 4.96
H 3.58 1.16 4.52
H 2.43 1.69 5.75
H -0.57 4.49 2.51
H -0.52 6.64 1.31
H 0.09 6.73 -1.10
H 0.74 4.59 -2.24
C 0.14 -3.57 -2.60
C -0.82 -3.92 -1.46
C -2.01 -2.95 -1.48
C 0.01 -4.10 -0.18
C 0.72 -5.31 -0.20
C 1.55 -5.70 0.82
C 1.60 -4.92 1.96
C 0.92 -3.71 2.05
C 1.10 -3.01 3.40
C -0.15 -2.47 4.10
C 2.14 -1.90 3.31
C 0.20 -3.23 0.92
N -0.37 -1.92 0.95
C -1.63 -1.88 1.46
C -2.29 -2.97 2.08
C -3.58 -2.85 2.58
C -4.28 -1.66 2.48
C -3.69 -0.58 1.84
C -2.41 -0.72 1.35
F -1.86 0.30 0.64
H -0.42 -3.45 -3.54
H 0.88 -4.35 -2.74
H 0.65 -2.63 -2.40
H -1.24 -4.91 -1.66
H -1.67 -1.93 -1.36
H -2.74 -3.19 -0.72
H -2.49 -3.04 -2.46
H 0.61 -5.95 -1.07
H 2.14 -6.60 0.74
H 2.21 -5.24 2.80
H 1.51 -3.78 4.06
H -0.53 -1.57 3.62
H 0.11 -2.22 5.13
H -0.95 -3.22 4.12
H 1.81 -1.12 2.64
H 2.30 -1.47 4.30
H 3.09 -2.30 2.97
H -1.77 -3.91 2.16
H -4.04 -3.71 3.05
H -5.29 -1.57 2.87
H -4.21 0.35 1.70
C -1.01 0.75 -4.82
C -1.91 0.24 -3.69
C -2.96 -0.70 -4.26
O -1.08 -0.50 -2.77
B -0.79 0.28 -1.70
O -1.53 1.43 -1.69
C -2.47 1.40 -2.79
C -2.49 2.77 -3.43
C -3.84 1.07 -2.20
H -0.57 -0.11 -5.33
H -0.18 1.33 -4.41
H -1.58 1.34 -5.53
H -2.46 -1.44 -4.89
H -3.68 -0.14 -4.86
H -3.48 -1.24 -3.46
H -1.49 3.08 -3.73
H -2.88 3.49 -2.71
H -3.15 2.76 -4.30
H -3.80 0.12 -1.67
H -4.60 1.02 -2.99
H -4.12 1.85 -1.50
Cl 3.06 3.15 0.70
C 3.70 1.55 0.78
C 2.94 0.45 0.37
C 3.69 -0.73 0.23
Cl 2.92 -2.15 -0.33
C 5.03 -0.85 0.58
Cl 5.85 -2.36 0.42
C 5.69 0.24 1.13
Cl 7.32 0.09 1.68
C 5.02 1.45 1.23
Cl 5.83 2.80 1.93
O 1.75 1.50 -3.30
C 1.86 0.28 -3.12
O 1.50 -0.35 -2.05
C 2.44 -0.57 -4.22
C 2.76 0.04 -5.44
C 3.22 -0.69 -6.51
C 3.38 -2.09 -6.41
C 3.11 -2.70 -5.17
C 2.65 -1.95 -4.10
N 3.78 -2.83 -7.50
O 3.89 -4.10 -7.38
O 4.02 -2.24 -8.60
H 2.62 1.11 -5.52
H 3.46 -0.21 -7.45
H 3.26 -3.77 -5.07
H 2.46 -2.44 -3.16
*
```

The HOMO energy (spin up / spin down) is -0.2 / -3.1 eV. The calculation puts the frontier orbital gap (spin up / spin down) at 3.6 / 5.5 eV.